(1)
Formula: C17H28N2O2S
Source: the OMol25 dataset
Level of theory: ωB97M-V/def2-TZVPD

Properties
**Highest occupied orbital energy**: -0.3108 hartree
**Relative energy (zero: lowest compared OMol25 entry of this formula, charge and spin)**: 0.0 kcal/mol
**2S+1**: 1
**SMILES**: Cc1ccc(S(=O)(=O)NC2CC(C)(C)NC(C)(C)C2)cc1C
**Gap between HOMO and LUMO**: 9.0 eV

Positions of all 50 atoms, in Å:
C  -3.07768  2.75805  -3.69393
C  -1.82476  2.10678  -3.19701
C  -1.44853  0.85857  -3.67902
C  -0.29374  0.23841  -3.23391
C  0.48557  0.88095  -2.29511
S  1.96928  0.07746  -1.70169
O  2.58628  0.91776  -0.71475
O  2.75916  -0.34343  -2.82224
N  1.47572  -1.33867  -0.99618
C  0.36851  -1.50047  -0.06542
C  0.14135  -0.19573  0.70387
C  -0.32000  -0.40302  2.15650
C  -0.29784  0.95876  2.85965
C  -1.76252  -0.93699  2.19642
N  0.54203  -1.32050  2.88929
C  1.38538  -2.26343  2.16416
C  2.78994  -1.71500  1.86577
C  1.52912  -3.49730  3.07082
C  0.67535  -2.67925  0.87413
C  0.13513  2.12254  -1.80720
C  -1.02067  2.75202  -2.24864
C  -1.39496  4.09879  -1.71365
H  -3.58048  2.12608  -4.42077
H  -3.76218  2.95211  -2.86896
H  -2.84958  3.71391  -4.16373
H  -2.06827  0.36726  -4.41495
H  0.01271  -0.72281  -3.61520
H  1.57818  -2.09516  -1.65204
H  -0.54455  -1.74389  -0.63583
H  -0.59811  0.41406  0.18171
H  1.07641  0.36049  0.71859
H  0.70650  1.37754  2.84640
H  -0.96541  1.65705  2.36060
H  -0.62008  0.84993  3.89287
H  -1.85582  -1.87098  1.65358
H  -2.44564  -0.21333  1.75832
H  -2.05119  -1.11353  3.22904
H  1.10383  -0.82390  3.56850
H  2.76472  -0.87300  1.18182
H  3.26664  -1.39878  2.79284
H  3.40395  -2.49147  1.41600
H  2.04170  -3.22547  3.98982
H  0.54715  -3.88296  3.33077
H  2.09765  -4.27832  2.57309
H  -0.25561  -3.17826  1.14428
H  1.29694  -3.39930  0.34063
H  0.78232  2.58567  -1.07851
H  -2.37117  4.06326  -1.23108
H  -1.45230  4.82852  -2.52029
H  -0.66042  4.43899  -0.98937


(2)
Formula: C17H28N3O3Zr
Source: the OMol25 dataset
Level of theory: ωB97M-V/def2-TZVPD

Properties
**Highest occupied orbital energy**: -0.6637 hartree
**Relative energy (zero: lowest compared OMol25 entry of this formula, charge and spin)**: 0.0 kcal/mol
**2S+1**: 1
**Total charge**: +3
**Gap between HOMO and LUMO**: 7.9 eV

Positions of all 52 atoms, in Å:
Zr  -0.14050  0.48520  0.42149
C  -2.04879  -3.58730  -0.95676
N  -0.68829  -3.15509  -1.34406
C  0.19234  -4.20355  -1.91702
C  -0.26893  -1.94973  -1.17560
O  -1.01545  -1.00782  -0.67131
C  1.16296  -1.55334  -1.52794
O  1.33782  -0.15457  -1.22261
C  1.51082  0.74577  -2.34962
C  0.81989  2.05500  -1.99834
O  0.36001  2.14233  -0.80021
N  0.72146  2.99101  -2.88353
C  1.27508  2.82686  -4.24857
C  0.11939  4.30454  -2.57501
H  -1.94494  -4.35105  -0.18800
H  -2.52563  -4.00981  -1.83852
H  -2.61462  -2.73938  -0.59052
H  -0.42565  -5.07108  -2.12388
H  0.95964  -4.47384  -1.19316
H  0.63008  -3.85723  -2.85032
H  1.38892  -1.74879  -2.57678
H  1.86701  -2.11436  -0.90925
H  1.09000  0.28798  -3.24581
H  2.57958  0.92214  -2.49524
H  2.32796  2.55524  -4.20076
H  1.18961  3.78462  -4.75183
H  0.69469  2.08623  -4.79635
H  -0.28991  4.29295  -1.57178
H  -0.66313  4.49713  -3.30576
H  0.90016  5.05845  -2.65678
C  -0.15082  2.45631  2.74944
N  -1.15311  1.57648  2.06398
C  -2.31524  2.38210  1.60448
C  -1.53875  0.41095  2.92715
C  -0.40803  -0.61346  2.97860
C  -0.39418  -1.51305  4.04120
C  0.64220  -2.42374  4.18232
C  1.70471  -2.44230  3.28316
C  1.71464  -1.55354  2.22216
C  0.66131  -0.64904  2.04049
H  0.37521  3.06560  2.00949
H  0.55615  1.84132  3.30095
H  -0.68024  3.13281  3.42295
H  -1.95456  3.20119  0.98261
H  -2.84321  2.79388  2.46749
H  -3.01186  1.75714  1.03947
H  -2.46884  -0.00455  2.52410
H  -1.77735  0.79404  3.92336
H  -1.17776  -1.48186  4.78893
H  0.63578  -3.10495  5.02279
H  2.52277  -3.13502  3.42697
H  2.55964  -1.54885  1.54175